[1]
Density functional theory data (ωB97M-V/def2-TZVPD) for a structure of composition C38H39AsBiN4O7 at a distorted geometry.

```
90
Properties=species:S:1:pos:R:3:lowdin_charge:R:1
Bi -0.0248 0.6170 -0.1264 1.8978
O 1.6986 4.8752 2.1573 0.1011
C 1.5013 3.7049 1.4581 -0.3986
O 1.1752 3.6529 0.2899 0.0707
C 1.5926 2.4951 2.3725 -0.1439
C 2.0877 2.7557 3.6792 0.0611
C 1.8277 1.7103 4.6099 -0.0049
C 1.1732 0.5808 4.2299 0.0184
C 0.6595 0.4708 2.9432 -0.1701
N 1.0228 1.3365 1.9827 0.0537
C -0.1616 -0.7289 2.5879 -0.5391
O -0.1911 -1.6462 3.3958 0.0976
O -0.8300 -0.6326 1.4419 -0.2631
H 1.6603 5.6351 1.5561 0.1400
H 2.6334 3.6756 3.9388 0.1351
H 2.1193 1.7892 5.6853 0.1390
H 0.9812 -0.2791 4.8631 0.1343
C 1.7803 -7.0082 -2.0151 -0.0493
O 1.9768 -5.9350 -1.0964 -0.0933
C 3.2117 -5.5639 -0.6993 -0.1941
C 4.3531 -6.3973 -0.6563 -0.0047
C 5.4649 -5.9575 0.0230 -0.0578
C 5.3900 -4.8037 0.8543 -0.0755
C 4.2273 -4.0817 0.9594 -0.0418
C 3.1768 -4.3390 0.0477 -0.1341
N 1.9400 -3.6354 0.0349 0.1696
C 1.8217 -2.2971 -0.1823 -0.3184
N 2.9414 -1.5478 -0.0245 0.1611
C 3.1031 -0.2366 -0.4664 -0.1970
C 2.1368 0.6545 -0.7967 -0.3263
C 2.3512 1.8244 -1.4902 -0.2010
C 3.6468 2.2024 -1.7805 -0.0678
C 4.7204 1.3628 -1.3977 -0.0115
C 4.4310 0.1425 -0.8249 -0.2289
O 5.3114 -0.8937 -0.7000 -0.1014
C 6.6816 -0.6590 -1.1931 -0.0435
N 0.7167 -1.7262 -0.5939 0.0014
C -0.4793 -2.2966 -1.0437 -0.2206
C -1.0417 -1.4440 -2.1157 -0.1102
C -2.3912 -1.3624 -2.2950 -0.1022
C -3.2355 -2.2700 -1.6098 -0.0645
C -2.7145 -3.1476 -0.6897 -0.0059
C -1.3440 -3.1703 -0.3902 -0.2489
O -0.8201 -4.1607 0.3812 -0.1180
C -1.5916 -4.5435 1.6057 0.0216
H 0.7178 -6.9989 -2.2058 0.0865
H 2.0993 -7.9860 -1.6006 0.1031
H 2.2334 -6.8289 -3.0205 0.1115
H 4.4329 -7.2509 -1.2569 0.0957
H 6.3612 -6.5316 -0.0081 0.1006
H 6.2726 -4.5383 1.3596 0.0887
H 4.1270 -3.3416 1.7734 0.1346
H 1.0809 -4.1918 -0.0329 0.1317
H 3.8028 -2.1081 0.1329 0.1223
H 1.5141 2.4836 -1.7755 0.0884
H 3.8531 3.1364 -2.3114 0.1135
H 5.8062 1.6136 -1.6512 0.1318
H 7.1656 -1.6559 -1.2474 0.0948
H 7.3567 -0.0068 -0.5487 0.1148
H 6.6645 -0.2594 -2.2244 0.0908
H -0.3480 -0.9601 -2.8136 0.1153
H -2.8538 -0.6025 -2.8670 0.0921
H -4.3168 -2.2239 -1.8509 0.1205
H -3.4335 -3.7556 -0.1288 0.1145
H -1.4269 -3.7584 2.3670 0.0869
H -1.2287 -5.5332 1.9921 0.1120
H -2.6208 -4.5778 1.2819 0.0568
C -5.2613 3.1514 -2.5554 -0.3557
As -3.4416 3.6583 -1.9767 1.0874
C -3.6692 5.6101 -2.4915 -0.3407
C -3.7968 3.8308 0.0111 -0.3812
C -5.0729 4.4824 0.3722 -0.3563
C -6.1549 3.7045 0.6708 -0.0854
C -7.4025 4.2319 1.0574 -0.0760
C -7.4983 5.6098 1.1870 -0.1104
C -6.3789 6.4369 0.9979 -0.0751
C -5.1413 5.8760 0.5973 -0.0421
H -5.9262 4.0061 -2.5706 0.0154
H -5.7133 2.4034 -1.9014 0.0087
H -5.1647 2.6965 -3.5714 0.0230
H -4.6997 5.9110 -2.7080 0.0155
H -3.0394 5.7437 -3.4034 0.0064
H -3.2273 6.2898 -1.6803 0.0306
H -2.9309 4.3443 0.4324 0.0586
H -3.8016 2.7525 0.2999 0.0592
H -6.0111 2.6070 0.5630 0.1161
H -8.3561 3.6584 1.1987 0.1195
H -8.4666 6.0773 1.4630 0.1105
H -6.4575 7.4790 1.2911 0.0992
H -4.3377 6.5933 0.4440 0.1000
```

Summary:
- spin multiplicity = 1
- HOMO-LUMO gap (eV) = 6.6545
- total energy (a.u.) = -4667.2305
- lowest unoccupied orbital energy (Ha) = -0.12550
- charge = +1

***

[2]
Density functional theory data (ωB97M-V/def2-TZVPD) for a structure of composition C38H39CeNO2P2Si at a distorted geometry.

```
84
Properties=species:S:1:pos:R:3:lowdin_charge:R:1
C 2.0489 5.1683 -0.4332 -0.0419
C 0.7241 4.7114 -0.4236 -0.2131
C 0.1927 4.1798 -1.6470 -0.1615
C 1.0151 3.7412 -2.7401 -0.1290
C 2.4014 3.9689 -2.5284 -0.0257
C 2.8964 4.7763 -1.5087 -0.0464
C 0.4054 3.0050 -3.8056 0.1009
C -0.8843 2.4574 -3.5211 -0.1253
C -1.6474 2.9747 -2.4118 -0.1675
C -2.8834 2.3981 -1.9576 -0.2075
C -3.5194 1.4717 -2.7792 -0.0442
C -2.8010 0.9171 -3.8639 -0.0440
C -1.4897 1.3210 -4.1211 -0.0230
H 2.3888 5.8499 0.3509 0.1244
H 3.1004 3.3194 -3.0364 0.1157
H 3.9461 5.0049 -1.3854 0.1108
H 1.0323 2.5749 -4.6289 0.1463
H -4.5683 1.2119 -2.5956 0.1268
H -3.2687 0.0916 -4.3739 0.1081
H -0.8336 0.6255 -4.6339 0.1162
N -1.0289 3.6632 -1.4615 0.1352
Ce 0.6022 -0.1850 1.3524 1.0378
C -0.0454 4.6280 0.8926 -0.2367
H -1.1015 4.8391 0.6787 0.0856
H 0.3319 5.3636 1.6188 0.1088
C -3.3572 2.6183 -0.5139 -0.2573
H -3.1025 3.6517 -0.2444 0.0755
H -4.4511 2.4559 -0.4178 0.1081
P 0.0708 2.9364 1.7072 0.8462
P -2.4686 1.4538 0.6905 0.8655
C -3.3827 -0.0727 0.2565 -0.2656
H -2.9935 -0.8868 0.8758 0.0226
H -4.4638 0.0275 0.4140 0.0635
H -3.1939 -0.3354 -0.7880 0.0401
C -3.4527 1.8950 2.1692 -0.2649
H -4.4966 1.5924 2.0186 0.0618
H -3.0406 1.3710 3.0300 0.0053
H -3.4133 2.9783 2.3581 0.0521
C 1.8743 2.8947 2.0616 -0.2407
H 2.1028 3.6341 2.8319 0.0667
H 2.1772 1.8948 2.4204 0.0179
H 2.4490 3.1325 1.1645 0.0528
C -0.5273 3.3858 3.3761 -0.2401
H -0.6994 2.4787 3.9616 0.0241
H 0.2480 3.9971 3.8606 0.0611
H -1.4628 3.9612 3.3245 0.0594
C -1.0251 -0.1624 3.3714 -0.0192
O -1.5640 -0.2094 4.3982 0.1705
H 0.3667 1.1810 0.4384 -0.1570
O 0.8972 -1.2737 -0.5389 -0.4068
Si 1.1702 -2.8653 -0.1866 0.4982
C 2.1328 -2.6897 1.4153 -0.2524
C 1.9484 -3.6258 2.4618 -0.0420
C 2.4503 -3.3544 3.7497 -0.0154
C 3.1028 -2.1521 4.0216 -0.0392
C 3.3022 -1.2115 3.0104 -0.0728
C 2.9200 -1.5198 1.6772 -0.2038
C -0.6084 -3.4073 -0.0020 -0.2401
C -1.4363 -3.2716 -1.1213 -0.0798
C -2.8069 -3.5320 -1.0226 -0.0539
C -3.3547 -3.8731 0.2246 -0.0650
C -2.5483 -3.9231 1.3576 -0.0720
C -1.1703 -3.6703 1.2548 -0.1017
C 2.1155 -3.9587 -1.3858 -0.2285
C 1.6253 -5.1964 -1.8513 -0.0799
C 2.3624 -5.9483 -2.7778 -0.0631
C 3.6196 -5.5124 -3.1995 -0.0602
C 4.1337 -4.3102 -2.7112 -0.0652
C 3.3996 -3.5448 -1.7894 -0.0893
H 1.4125 -4.5552 2.2658 0.1250
H 2.3125 -4.1087 4.5380 0.1337
H 3.4636 -1.9561 5.0257 0.1254
H 3.8034 -0.2495 3.2146 0.1286
H 3.2043 -0.8466 0.8465 0.1264
H -1.0079 -2.9486 -2.0853 0.1264
H -3.4313 -3.4619 -1.9132 0.1175
H -4.4175 -4.0610 0.3048 0.1137
H -2.9651 -4.1544 2.3409 0.1150
H -0.5447 -3.6712 2.1485 0.0799
H 0.6654 -5.5852 -1.4930 0.1059
H 1.9450 -6.8651 -3.1935 0.1136
H 4.1675 -6.0673 -3.9529 0.1138
H 5.0994 -3.9509 -3.0554 0.1096
H 3.8299 -2.6293 -1.3801 0.0988
```

Summary:
- spin multiplicity = 1
- HOMO-LUMO gap (alpha / beta) (eV) = 4.7685 / 4.7723
- total energy (a.u.) = -3123.3685
- lowest unoccupied orbital energy (alpha / beta) (Ha) = -0.27534 / -0.27520
- charge = +2

***

[3]
Density functional theory data (ωB97M-V/def2-TZVPD) for a structure of composition C38H39F2FeN8O4S at a distorted geometry.

```
93
Properties=species:S:1:pos:R:3:lowdin_charge:R:1
Fe 0.2688 -0.1774 -0.1608 1.0653
C -3.0191 0.1328 -0.3935 -0.1698
C -3.4340 -1.0510 0.4418 -0.1130
C -2.5225 -2.2467 0.3830 -0.2777
C -2.8438 -3.3527 1.1633 -0.0083
C -2.2087 -4.5578 0.9352 -0.0257
C -1.3197 -4.6396 -0.1269 -0.0390
C -1.0157 -3.4867 -0.8181 -0.1300
N -1.5428 -2.2820 -0.5356 0.0932
N -1.8223 0.8645 0.0644 -0.1966
C -1.9917 1.2766 1.4592 -0.1211
C -0.7951 2.0121 1.9625 -0.2847
C -0.9249 3.1729 2.7025 0.0157
C 0.2152 3.7798 3.2047 -0.0104
C 1.4360 3.1706 2.9747 -0.0129
C 1.4727 2.0130 2.2205 -0.0848
N 0.3858 1.4467 1.6833 0.0647
C -1.6280 2.0135 -0.8177 -0.1159
C -1.2532 1.4963 -2.1730 -0.2707
C -1.7940 2.0366 -3.3257 0.0213
C -1.3897 1.5440 -4.5565 -0.0001
C -0.4558 0.5217 -4.5840 -0.0058
C 0.0219 0.0283 -3.3855 -0.1024
N -0.3571 0.4913 -2.1856 0.0321
H -2.8460 -0.2021 -1.4144 0.1237
H -3.8571 0.8401 -0.4113 0.1429
H -3.6686 -0.7704 1.4700 0.1197
H -4.3829 -1.3907 0.0189 0.1451
H -3.6158 -3.2679 1.9187 0.1277
H -2.4385 -5.4287 1.5361 0.1232
H -0.8642 -5.5792 -0.4125 0.1173
H -0.3313 -3.5228 -1.6504 0.1029
H -2.8958 1.8808 1.5892 0.1498
H -2.1046 0.3755 2.0622 0.1124
H -1.9060 3.5896 2.8908 0.1297
H 0.1457 4.6979 3.7739 0.1278
H 2.3509 3.5826 3.3784 0.1217
H 2.4099 1.5153 2.0539 0.0892
H -2.5186 2.6466 -0.8683 0.1467
H -0.8085 2.6266 -0.4393 0.1359
H -2.5199 2.8368 -3.2540 0.1326
H -1.8052 1.9439 -5.4730 0.1308
H -0.1028 0.1102 -5.5200 0.1265
H 0.7444 -0.7686 -3.3880 0.0720
F 0.3396 -1.3036 5.2041 0.1096
C 0.7983 -1.6750 4.0134 -0.2564
C 0.2316 -1.1091 2.8796 -0.0387
C 0.7186 -1.4840 1.6496 -0.0687
C 1.7188 -2.4376 1.5046 -0.1546
C 2.2689 -2.9501 2.6783 -0.2115
F 3.2972 -3.8007 2.6122 0.1000
C 1.8285 -2.5864 3.9354 0.1011
C 2.1710 -2.7877 0.1504 -0.2272
C 2.8540 -3.9569 -0.1708 0.0266
C 3.1966 -4.2042 -1.4891 -0.0137
C 2.8520 -3.2796 -2.4626 -0.0248
C 2.1646 -2.1502 -2.0675 -0.1283
N 1.8238 -1.9049 -0.8004 0.0575
H -0.5608 -0.3827 3.0060 0.0931
H 2.2846 -3.0017 4.8248 0.1493
H 3.0919 -4.6797 0.5928 0.1225
H 3.7307 -5.1078 -1.7529 0.1266
H 3.1001 -3.4354 -3.5037 0.1205
H 1.8699 -1.4135 -2.7934 0.0673
C 8.6751 3.9892 3.4932 -0.1041
C 7.4773 4.2656 2.5911 -0.2856
S 6.9430 2.7325 1.8375 0.6502
O 8.0747 1.9703 1.3852 -0.2878
O 5.9909 2.0813 2.7171 -0.3366
C 5.9823 3.2045 0.3731 -0.1887
C 5.7581 1.9359 -0.4773 -0.1107
N 4.3419 1.6752 -0.7787 0.0722
C 3.5293 0.8260 -0.1126 -0.2954
N 2.3049 0.8331 -0.6504 0.0593
C 2.3402 1.7027 -1.7010 -0.0323
C 3.5834 2.2317 -1.7914 -0.1148
N 4.0338 3.2107 -2.7441 -0.3228
O 5.1061 3.7550 -2.5443 0.1099
O 3.2797 3.4361 -3.6674 0.1182
C 3.9765 -0.0166 1.0233 0.0256
H 8.9761 4.9118 3.9854 0.0877
H 9.5134 3.6107 2.9127 0.0818
H 8.4249 3.2564 4.2600 0.0874
H 7.7231 4.9455 1.7736 0.1059
H 6.6117 4.6278 3.1453 0.1047
H 6.5304 3.9614 -0.1852 0.1056
H 5.0525 3.6223 0.7575 0.1097
H 6.1540 1.0617 0.0345 0.1178
H 6.2904 2.0408 -1.4104 0.1307
H 1.4899 1.9131 -2.3258 0.1085
H 4.5208 -0.8924 0.6560 0.1171
H 3.1094 -0.3651 1.5761 0.0629
H 4.6389 0.5262 1.6950 0.0729
```

Summary:
- spin multiplicity = 6
- HOMO-LUMO gap (alpha / beta) (eV) = 8.5507 / 6.8510
- relative energy (zero: lowest compared OMol25 entry of this formula, charge and spin) (kcal per mole) = 21.61
- total energy (a.u.) = -4071.5063
- lowest unoccupied orbital energy (alpha / beta) (Ha) = -0.19077 / -0.25255
- charge = +2

***

[4]
Density functional theory data (ωB97M-V/def2-TZVPD) for a structure of composition C38H39FeIN4O6PS3 at a distorted geometry.

```
93
Properties=species:S:1:pos:R:3:lowdin_charge:R:1
Fe 0.1003 -1.8752 0.6144 0.7169
C 3.1436 2.8525 -5.3000 -0.0691
C 2.3499 1.6779 -4.8267 -0.2792
C 1.7530 0.8369 -5.7508 -0.0699
C 1.0719 -0.3041 -5.3533 -0.0473
C 0.9805 -0.5752 -3.9770 -0.2597
C 1.4232 0.3472 -3.0242 -0.0705
C 2.1179 1.4621 -3.4264 -0.0248
S 0.1891 -2.0299 -3.3078 0.6389
O -1.2096 -1.6944 -3.1319 -0.3363
O 0.6095 -3.1703 -4.1518 -0.3482
N 0.7731 -2.1388 -1.7473 -0.1322
C 1.5755 -3.1565 -1.3708 -0.4126
C 2.7091 -3.6108 -2.0958 -0.0268
C 3.5572 -4.4760 -1.4826 -0.0874
C 3.2258 -4.9947 -0.2173 -0.0850
C 2.0894 -4.5171 0.4208 -0.1520
N 1.2552 -3.6477 -0.1447 0.0411
H 3.5957 2.5691 -6.2669 0.0749
H 3.8609 3.2519 -4.5752 0.0749
H 2.4588 3.7016 -5.5713 0.0874
H 1.9566 0.9885 -6.8130 0.1099
H 0.6782 -0.9941 -6.1177 0.1215
H 1.2546 0.1956 -1.9668 0.0715
H 2.5010 2.1648 -2.6860 0.1093
H 2.8613 -3.2740 -3.1223 0.1073
H 4.4238 -4.8821 -2.0327 0.1095
H 3.8648 -5.7222 0.2675 0.0898
H 1.8752 -4.8013 1.4578 0.1134
C -2.8130 -4.8973 0.4335 -0.0782
C -2.3751 -3.6337 1.0700 -0.2867
O -1.6030 -2.8496 0.1162 -0.2097
H -2.8933 -5.6343 1.2226 0.0724
H -2.0711 -5.1899 -0.3082 0.0903
H -3.7978 -4.8072 -0.0234 0.0781
H -1.7080 -3.7915 1.9160 0.0999
H -3.2230 -3.0457 1.4476 0.1189
H -2.2030 -2.4458 -0.5475 0.0785
S -3.6616 0.1352 -0.7003 0.2128
P -2.3720 1.5654 -0.2868 -0.0200
S -0.6112 1.0234 0.4076 0.2460
C -3.0485 2.7686 0.8558 -0.4071
C -4.3847 2.6329 1.2200 -0.1247
C -4.9985 3.6550 1.9668 -0.0945
C -4.3049 4.7960 2.3618 -0.1130
C -2.9792 4.9023 1.9938 -0.0956
C -2.3021 3.8953 1.2637 -0.0750
C -2.0947 2.5342 -1.8010 -0.3637
C -2.8828 2.2888 -2.9592 -0.0790
C -2.5510 2.9191 -4.1923 -0.0862
C -1.4646 3.7595 -4.2828 -0.0996
C -0.7826 4.0866 -3.0952 -0.0962
C -1.0359 3.4509 -1.8841 -0.1193
H -4.9627 1.7272 0.9742 0.0551
H -6.0213 3.5894 2.3421 0.0955
H -4.7881 5.5773 2.9161 0.0909
H -2.4339 5.7542 2.3342 0.0855
H -1.2680 4.0459 0.8999 0.0914
H -3.6613 1.5443 -2.8825 0.0381
H -3.1427 2.6746 -5.0695 0.0952
H -1.1369 4.1781 -5.2132 0.0889
H -0.0024 4.8263 -3.1312 0.0885
H -0.3847 3.6220 -1.0204 0.0773
N -0.9107 -1.4767 2.4300 0.1683
C -1.2930 -1.0299 3.4104 -0.2145
N -1.8439 -0.4899 4.4877 -0.0637
C -1.1792 -0.7856 5.7877 -0.1222
C -1.9896 -0.1506 6.9181 -0.1959
O -2.3465 1.2240 6.6958 -0.1341
C -3.1351 1.3542 5.5170 -0.1912
C -2.3768 0.9259 4.2812 -0.0838
H -0.1365 -0.3659 5.7796 0.1415
H -1.1144 -1.8805 5.9101 0.1337
H -1.3002 -0.1844 7.8201 0.1415
H -2.8510 -0.8178 7.0929 0.1212
H -3.3720 2.4039 5.3932 0.1242
H -4.0408 0.7019 5.6539 0.1398
H -1.5472 1.6242 4.0790 0.1379
H -3.0058 0.8823 3.3980 0.1214
I 7.2521 0.4439 -1.7626 0.7665
C 5.9716 -0.0867 -0.1574 -0.7052
C 6.3025 -1.1087 0.7806 -0.1447
C 5.3456 -1.6024 1.6465 -0.0294
C 4.0262 -1.1772 1.4852 -0.1293
C 3.7246 -0.0283 0.7634 -0.0169
C 4.7037 0.5140 -0.0661 -0.1528
C 2.9378 -2.0296 2.1312 -0.5819
O 3.2369 -2.9466 2.9019 0.0144
O 1.7512 -1.6726 1.7505 -0.1641
H 7.3406 -1.4494 0.7911 0.0875
H 5.5637 -2.3971 2.3756 0.1240
H 2.7494 0.4111 0.8031 0.0981
H 4.4549 1.3532 -0.7426 0.0896
```

Summary:
- spin multiplicity = 5
- HOMO-LUMO gap (alpha / beta) (eV) = 7.2702 / 7.2272
- total energy (a.u.) = -5239.3657
- lowest unoccupied orbital energy (alpha / beta) (Ha) = 0.07782 / 0.07782
- charge = -1

***

> spin multiplicity of number 1 (C38H39AsBiN4O7)?

1

***

> Among the records above, which one has the highest spin multiplicity?

C38H39F2FeN8O4S